(1)
The following is a quantum chemistry calculation of a structure of composition C32H32BFeN3O5S2Se2, from the OMol25 dataset.

Summary:
- net charge = -1
- 2S+1 = 6
- energy above the lowest of the compared OMol25 structures with the same formula, charge and spin (kcal/mol) = 16.07
- HOMO (spin up / spin down) (eV) = -4.15 / -4.63
- E (a.u.) = -8667.06103
- <S²> = 8.77
- frontier orbital gap (spin up / spin down) (eV) = 6.4 / 5.7

```
78
Properties=species:S:1:pos:R:3:lowdin_charge:R:1
Fe -0.5380 0.9049 -0.1896 0.553
Se -0.3425 3.4594 1.1090 0.655
Se -1.3988 3.3789 -1.6246 0.638
C 0.3862 2.9882 -2.1089 -0.750
C 1.1116 3.8027 -2.9805 -0.116
C 2.4272 3.4921 -3.2571 -0.077
C 3.0030 2.3827 -2.6513 -0.065
C 2.2228 1.6195 -1.8046 -0.123
N 0.9419 1.8992 -1.5488 -0.042
C -1.7639 2.5308 1.9434 -0.702
C -2.5456 3.0406 2.9779 -0.105
C -3.5171 2.2280 3.5332 -0.076
C -3.6978 0.9399 3.0447 -0.057
C -2.8877 0.5115 2.0086 -0.133
N -1.9496 1.2906 1.4758 -0.043
H 0.6312 4.6714 -3.4074 0.092
H 3.0060 4.1172 -3.9264 0.103
H 4.0359 2.1133 -2.8237 0.100
H 2.6141 0.7403 -1.3174 0.092
H -2.3766 4.0480 3.3301 0.096
H -4.1316 2.5950 4.3464 0.103
H -4.4441 0.2774 3.4603 0.101
H -2.9647 -0.4823 1.5837 0.069
C -2.0937 -0.0143 -1.3949 -0.228
C -2.4344 -1.4326 -1.2891 -0.369
C -3.5577 -1.8862 -0.5830 -0.093
C -3.8106 -3.2392 -0.4001 -0.119
C -2.9670 -4.1992 -0.9389 -0.121
C -1.8696 -3.7708 -1.6803 -0.106
C -1.6158 -2.4234 -1.8502 -0.092
H -2.9319 0.6556 -1.2033 0.022
H -1.6222 0.2424 -2.3499 0.030
H -4.2475 -1.1568 -0.1691 0.099
H -4.6796 -3.5464 0.1718 0.097
H -3.1569 -5.2537 -0.7851 0.092
H -1.1989 -4.5048 -2.1163 0.088
H -0.7410 -2.0957 -2.3947 0.086
O -0.5705 -8.0748 3.9791 0.093
C -1.5978 -7.2297 3.6911 -0.488
O -2.7199 -7.5741 3.9514 0.096
C -1.2382 -5.9266 3.0780 -0.158
C -2.2129 -4.9300 3.0389 -0.018
C -1.9348 -3.6928 2.4979 -0.101
C -0.6790 -3.4091 1.9437 -0.524
S -0.4008 -1.8406 1.2395 0.969
C 0.2951 -4.4147 1.9713 -0.059
C 0.0155 -5.6449 2.5348 -0.026
H 0.2662 -7.6297 3.8013 0.079
H -3.1886 -5.1469 3.4534 0.117
H -2.6954 -2.9222 2.4862 0.094
H 1.2737 -4.2313 1.5525 0.090
H 0.8021 -6.3937 2.5044 0.108
S 2.9407 1.9954 2.2879 0.664
C 2.1306 0.8785 1.5271 -0.865
N 1.5145 0.0362 0.9375 0.002
C 4.7817 -3.7074 -1.0594 -0.007
C 3.2913 -3.8027 -1.3661 -0.447
C 2.9486 -5.2035 -1.8427 -0.004
O 2.6095 -3.5701 -0.1199 0.132
B 2.1207 -2.2907 -0.1273 -0.637
O 2.1898 -1.7016 -1.3600 0.131
C 2.7666 -2.6461 -2.2962 -0.436
C 1.6761 -3.0825 -3.2596 -0.010
C 3.8519 -1.9142 -3.0710 -0.012
H 5.0392 -4.4810 -0.3363 0.094
H 5.0264 -2.7422 -0.6149 0.099
H 5.3882 -3.8498 -1.9550 0.089
H 3.3720 -5.9308 -1.1497 0.091
H 3.3654 -5.3915 -2.8342 0.093
H 1.8717 -5.3562 -1.8781 0.087
H 0.8850 -3.6330 -2.7546 0.069
H 2.0895 -3.7086 -4.0525 0.094
H 1.2362 -2.1954 -3.7155 0.097
H 4.5849 -1.4611 -2.4049 0.087
H 3.3917 -1.1214 -3.6620 0.090
H 4.3677 -2.5942 -3.7520 0.092
O 2.2808 -1.8656 2.2848 0.006
C 1.7320 -1.5878 1.2365 -0.570
```

***

(2)
The following is a quantum chemistry calculation of a structure of composition C34H93F6N8O15RbS2 at a distorted geometry, from the OMol25 dataset.

Summary:
- net charge = 0
- HOMO (eV) = -8.75
- E (a.u.) = -4337.06193
- frontier orbital gap (eV) = 7.0

```
159
Properties=species:S:1:pos:R:3:lowdin_charge:R:1
Rb -12.7211 -12.2040 7.3230 0.873
C -11.7112 -17.6158 3.5016 -0.611
F -11.6269 -18.7367 4.2200 0.137
F -10.6707 -16.8178 3.7360 0.109
F -11.7084 -17.8156 2.1720 0.134
S -13.2688 -16.5543 4.1552 0.690
O -12.9981 -15.1964 3.6674 -0.353
O -14.5085 -17.1240 3.5901 -0.320
N -13.0330 -16.6328 5.8620 -0.310
S -14.1287 -17.6358 6.3037 0.504
O -15.4839 -17.1678 6.3422 -0.317
O -14.0173 -19.0155 5.8938 -0.302
C -13.8138 -17.6792 8.2574 -0.638
F -13.6305 -16.4654 8.7448 0.114
F -14.7376 -18.3674 8.8804 0.163
F -12.6016 -18.3047 8.4563 0.063
C -8.2492 -16.4423 7.8639 -0.165
O -9.4061 -15.6783 8.1017 -0.124
H -7.4288 -15.8077 8.1989 0.077
H -8.2167 -17.3088 8.5244 0.075
H -8.1111 -16.7903 6.8402 0.082
H -10.0951 -15.9587 7.4948 0.065
C -15.7949 -12.9501 -1.7291 -0.159
O -16.9213 -12.6617 -2.5832 -0.120
H -14.9523 -13.3904 -2.2622 0.066
H -15.5015 -11.9491 -1.4130 0.073
H -15.8857 -13.5957 -0.8555 0.075
H -17.4960 -13.4286 -2.5259 0.066
C -8.4281 -9.6993 5.1240 -0.150
O -9.4982 -10.5336 4.7052 -0.138
H -8.9081 -8.9030 5.6928 0.076
H -7.7126 -10.2422 5.7416 0.077
H -7.9170 -9.2560 4.2694 0.082
H -9.4218 -10.8607 3.8058 0.078
C -20.3056 -18.2718 11.8902 -0.183
O -20.7797 -16.9743 12.0342 -0.127
H -20.6861 -18.4349 10.8819 0.082
H -19.2249 -18.3928 11.8158 0.078
H -20.7405 -18.8993 12.6682 0.077
H -20.1570 -16.4356 12.5277 0.073
C -4.2741 -15.2084 3.2068 -0.075
C -2.8322 -14.9742 2.8323 -0.444
C -1.9691 -15.9279 3.6261 -0.183
O -1.9061 -15.2653 4.9092 -0.210
C -1.3227 -16.0173 5.9187 -0.130
N -2.6891 -15.2015 1.3596 0.032
H -4.4790 -15.0177 4.2603 0.074
H -4.6405 -16.2100 2.9816 0.085
H -4.8951 -14.4413 2.7443 0.072
H -2.5261 -13.9451 3.0205 0.137
H -0.9392 -15.7407 3.3222 0.121
H -2.2208 -16.9817 3.5068 0.137
H -0.8988 -15.2606 6.5788 0.089
H -0.4076 -16.4600 5.5252 0.083
H -1.9920 -16.7301 6.4004 0.091
H -1.7163 -14.9806 1.2011 0.057
H -3.1703 -14.4504 0.8858 0.062
C -21.1382 -21.8676 6.0278 -0.078
C -19.9974 -21.0422 6.4517 -0.458
C -19.0604 -21.7378 7.5012 -0.185
O -19.6524 -21.9164 8.7890 -0.178
C -18.8099 -22.4197 9.7636 -0.145
N -19.2397 -20.5388 5.2954 0.050
H -21.6190 -22.1406 6.9671 0.081
H -20.8397 -22.7291 5.4304 0.084
H -21.8813 -21.2971 5.4706 0.081
H -20.3573 -20.1671 6.9928 0.135
H -18.2019 -21.0854 7.6606 0.109
H -18.5570 -22.6167 7.0983 0.124
H -18.5940 -23.4881 9.7596 0.082
H -19.2647 -22.2939 10.7461 0.085
H -17.8479 -21.9071 9.7624 0.084
H -19.0365 -21.3560 4.7377 0.063
H -18.3701 -20.1690 5.6519 0.065
C -18.4432 -10.9147 9.8055 -0.058
C -19.2338 -12.0962 9.2547 -0.477
C -19.5867 -12.0931 7.8444 -0.191
O -18.3670 -12.2363 7.0534 -0.204
C -18.4630 -12.0024 5.6713 -0.113
N -18.4859 -13.2732 9.6610 0.053
H -18.1805 -11.1781 10.8301 0.076
H -19.1115 -10.0578 9.7204 0.077
H -17.5005 -10.7149 9.2960 0.069
H -20.2230 -12.0156 9.7053 0.143
H -20.0790 -11.1557 7.5857 0.123
H -20.2976 -12.8376 7.4861 0.133
H -17.4756 -11.7106 5.3137 0.083
H -19.1621 -11.1992 5.4384 0.081
H -18.8592 -12.8410 5.0985 0.089
H -17.7858 -13.3134 8.9342 0.065
H -19.0824 -14.0704 9.4911 0.077
C -15.9576 -24.3688 15.4512 -0.047
C -14.5726 -23.9501 14.8086 -0.398
C -14.1214 -22.4785 15.1944 -0.170
O -14.9864 -21.5774 14.4855 -0.186
C -14.7357 -20.2334 14.6689 -0.144
N -13.5121 -24.8805 15.2009 0.003
H -16.1711 -25.4183 15.2484 0.067
H -16.6895 -23.6441 15.0946 0.068
H -15.9161 -24.2147 16.5294 0.068
H -14.6326 -24.0112 13.7220 0.122
H -13.0641 -22.3724 14.9516 0.114
H -14.2191 -22.4346 16.2792 0.120
H -14.6420 -19.8723 15.6931 0.083
H -15.5704 -19.6460 14.2866 0.087
H -13.8110 -20.0001 14.1412 0.087
H -13.6390 -25.7834 14.7664 0.064
H -12.5337 -24.6713 15.0627 0.061
C -16.4324 -25.8693 1.1121 -0.077
C -16.5598 -24.9187 2.3026 -0.417
C -15.2081 -24.2635 2.7885 -0.178
O -14.3499 -25.3252 3.1994 -0.191
C -13.0822 -24.9119 3.6445 -0.125
N -17.5323 -23.9038 1.8960 0.023
H -15.5191 -26.4597 1.0381 0.068
H -16.2860 -25.3599 0.1596 0.076
H -17.2918 -26.5392 1.1384 0.078
H -16.9569 -25.4420 3.1724 0.131
H -15.5058 -23.7697 3.7135 0.115
H -14.7559 -23.4276 2.2546 0.125
H -13.0539 -24.1754 4.4475 0.082
H -12.5398 -24.5062 2.7905 0.088
H -12.5440 -25.6816 4.1977 0.085
H -16.9517 -23.4827 1.1850 0.059
H -18.2534 -24.3674 1.3619 0.061
C -16.2060 -18.6125 -3.0664 -0.089
C -16.9730 -18.9985 -1.8002 -0.406
C -18.2250 -19.9955 -2.0856 -0.146
O -19.1963 -19.3953 -2.9713 -0.187
C -20.2782 -20.2332 -3.2762 -0.140
N -15.9281 -19.7205 -1.1035 0.007
H -15.2556 -18.0925 -2.9462 0.073
H -16.8787 -17.9134 -3.5633 0.069
H -16.0656 -19.3999 -3.8069 0.084
H -17.2451 -18.1468 -1.1768 0.130
H -18.7000 -20.0853 -1.1086 0.116
H -17.7253 -20.9027 -2.4251 0.116
H -20.2509 -21.2852 -2.9922 0.085
H -20.6456 -20.2040 -4.3020 0.079
H -21.1381 -19.8083 -2.7584 0.079
H -15.0338 -19.3539 -1.3965 0.057
H -16.1477 -19.5490 -0.1327 0.074
C -7.8122 -13.4549 -7.7996 -0.055
C -7.5903 -13.0631 -6.2707 -0.394
C -8.7840 -13.5778 -5.4331 -0.171
O -8.4281 -13.7461 -4.0179 -0.219
C -9.5318 -13.9785 -3.1383 -0.114
N -6.3632 -13.6579 -5.7574 0.023
H -8.2105 -12.6645 -8.4357 0.066
H -8.3191 -14.3921 -8.0294 0.064
H -6.8677 -13.7310 -8.2685 0.063
H -7.4666 -11.9832 -6.1901 0.127
H -9.0011 -14.5744 -5.8172 0.115
H -9.6226 -12.8895 -5.5385 0.121
H -10.0578 -14.9077 -3.3572 0.079
H -10.2567 -13.1647 -3.1207 0.082
H -9.1864 -14.2091 -2.1305 0.082
H -6.2660 -14.6426 -5.9598 0.071
H -6.3535 -13.5663 -4.7516 0.060
```

***

(3)
The following is a quantum chemistry calculation of a cluster of 2 separate species, CH6N2S2 in total at a distorted geometry, from the OMol25 dataset.

Summary:
- net charge = 0
- energy above the lowest of the compared OMol25 structures with the same formula, charge and spin (kcal/mol) = 11.44
- SMILES = [H]/N=C/N.SS
- HOMO (eV) = -9.62
- E (a.u.) = -947.55971
- frontier orbital gap (eV) = 10.1

```
11
Properties=species:S:1:pos:R:3:nbo_charge:R:1
H 1.6543 0.5239 -0.3686 0.342
N 1.2858 0.3098 -1.2944 -0.683
C 0.7263 1.3281 -1.7932 0.292
N -0.1739 1.2482 -2.8677 -0.850
H 0.9056 2.3390 -1.4164 0.141
H -0.5798 0.3180 -2.8674 0.379
H 0.2549 1.3881 -3.7758 0.382
S -1.2724 -0.0819 1.3142 -0.124
S 0.3091 -1.3413 1.6453 -0.140
H -0.6968 1.0942 1.5959 0.117
H 0.8144 -1.3523 0.4032 0.144
```

***

(4)
The following is a quantum chemistry calculation of an isolated molecule of H3PS4 at a distorted geometry, from the OMol25 dataset.

Summary:
- net charge = 0
- energy above the lowest of the compared OMol25 structures with the same formula, charge and spin (kcal/mol) = 5.31
- SMILES = S=P(S)(S)S
- HOMO (eV) = -9.33
- E (a.u.) = -1935.93136
- frontier orbital gap (eV) = 8.6

```
8
Properties=species:S:1:pos:R:3:nbo_charge:R:1
S 1.7278 0.8381 -1.2135 -0.461
P 0.1796 0.1116 -0.2834 0.727
S -0.8304 -1.7840 -1.2271 -0.287
S 0.4398 -0.6505 1.7454 -0.255
S -1.2574 1.6026 -0.2377 -0.211
H 0.3122 -1.9309 -1.9848 0.170
H 1.1227 0.4499 2.2174 0.165
H -1.6943 1.3633 0.9836 0.152
```

***

(5)
The following is a quantum chemistry calculation of an isolated molecule of C4H6N2O, from the OMol25 dataset.

Summary:
- net charge = 0
- energy above the lowest of the compared OMol25 structures with the same formula, charge and spin (kcal/mol) = 104.90
- HOMO (eV) = -8.65
- E (a.u.) = -340.62774
- frontier orbital gap (eV) = 9.3

```
13
Properties=species:S:1:pos:R:3:nbo_charge:R:1
O 0.4323 -1.3336 2.2154 -0.581
C 0.1908 -0.8546 1.1365 0.774
N -1.0292 -0.4805 0.6491 -0.633
C -1.0008 0.0556 -0.6874 -0.222
C 0.5070 0.1578 -0.9592 -0.224
C 1.7420 0.7993 0.3129 -0.066
N 1.1982 -0.5395 0.1492 -0.497
H -1.8565 -0.5674 1.2176 0.418
H -1.5132 1.0208 -0.7580 0.207
H -1.4522 -0.6300 -1.4148 0.202
H 0.8559 -0.1928 -1.9287 0.246
H 0.9011 1.2373 -0.9314 0.273
H 1.0246 1.3274 0.9987 0.104
```

***

(6)
The following is a quantum chemistry calculation of a structure of composition C5H9NO, from the OMol25 dataset.

Summary:
- net charge = 0
- energy above the lowest of the compared OMol25 structures with the same formula, charge and spin (kcal/mol) = 149.57
- HOMO (eV) = -8.57
- E (a.u.) = -325.69920
- frontier orbital gap (eV) = 9.3

```
16
Properties=species:S:1:pos:R:3:nbo_charge:R:1
C 1.5452 0.0105 -1.9105 -0.415
N 0.9296 0.2376 -0.6083 -0.412
C 0.7981 -0.8019 0.4502 -0.335
C -0.3432 -0.3701 -0.4979 -0.171
C -1.1308 -0.1665 0.6790 0.540
O -1.4412 -1.3059 1.2022 -0.670
C -1.3952 1.1690 1.2859 -0.692
H 2.4491 0.6181 -1.9996 0.207
H 0.8280 0.3561 -2.6625 0.198
H 1.7900 -1.0411 -2.1120 0.188
H -0.3070 -1.7709 0.8607 0.424
H 0.8900 -0.2876 1.4174 0.194
H -0.6164 -1.1841 -1.1714 0.206
H -1.7805 1.0785 2.3018 0.238
H -0.4414 1.7081 1.2789 0.257
H -2.0866 1.7551 0.6706 0.242
```